1.
DFT (ωB97M-V/def2-TZVPD) results for 6 unconnected molecules or ions with the total composition C39H68N4O17P at a distorted geometry.

For the HOMO-LUMO gap, the calculation gives 7.380 eV. As for the HOMO energy: -12.227 eV. The net charge is +1.

Geometry as XYZ:
```
129
C39H68N4O17P | the OMol25 dataset | ωB97M-V/def2-TZVPD
C 0.9319 5.0630 2.9592
C 2.2070 4.1592 2.8808
C 2.5185 3.6508 1.4265
C 3.8956 4.1781 0.8986
C 4.8750 3.0457 0.4435
C 4.9624 1.8416 1.4392
C 4.2366 0.5586 0.8636
C 3.3555 -0.1942 1.9323
C 3.9577 -1.6045 2.2165
C 3.8299 -2.5978 1.0236
C 2.3709 -3.0942 0.7531
C 1.9768 -3.0624 -0.7622
C 2.0555 -1.5723 -1.2338
C 0.8622 -1.1244 -2.1234
C -0.3466 -0.6610 -1.2862
N -1.4483 -1.3987 -1.4496
N -2.4234 -0.9439 -0.6935
P -3.9864 -1.8786 -0.9246
N -4.5518 -2.3483 0.6437
O -5.1071 -0.8111 -1.6199
C -2.4057 0.0665 0.1754
C -1.2518 0.8832 0.3959
C -1.1669 2.0418 1.3939
N -0.2409 1.6330 2.4912
C -0.1463 0.4835 -0.4379
O 1.0409 1.1167 -0.4377
H 0.4771 4.9910 3.9604
H 0.1781 4.8321 2.1904
H 1.2376 6.1173 2.8313
H 2.0273 3.2802 3.5270
H 3.0390 4.7503 3.2950
H 1.7342 4.0956 0.7754
H 2.4116 2.5554 1.3507
H 3.6930 4.7833 -0.0053
H 4.3743 4.7980 1.6699
H 5.8737 3.5177 0.3897
H 4.6400 2.7035 -0.5804
H 6.0285 1.5573 1.4818
H 4.6112 2.0907 2.4537
H 4.9887 -0.1823 0.5345
H 3.6611 0.8613 -0.0278
H 3.3622 0.4029 2.8650
H 2.2851 -0.2604 1.6323
H 5.0266 -1.4294 2.4442
H 3.5167 -2.0165 3.1446
H 4.2962 -2.1387 0.1304
H 4.4415 -3.4867 1.2605
H 1.6758 -2.4716 1.3486
H 2.3069 -4.1467 1.0817
H 0.9143 -3.3709 -0.8181
H 2.6152 -3.7354 -1.3539
H 2.2307 -0.9466 -0.3475
H 2.9667 -1.4741 -1.8563
H 1.1877 -0.3064 -2.7925
H 0.5832 -1.9742 -2.7703
H -4.0737 -1.8485 1.3929
H -5.5582 -2.2068 0.7327
H -5.2335 -0.0373 -1.0396
H -3.3147 0.2852 0.7502
H -0.6547 2.8753 0.8791
H -2.1323 2.3316 1.8272
H 0.5803 1.2148 2.0504
H -0.7017 0.8400 2.9418
H 0.9181 2.0108 -0.7927
C 9.5909 -2.9832 5.6258
C 8.2639 -2.2724 5.5068
C 7.1382 -3.1400 5.0153
O 6.2585 -2.1731 4.4261
C 7.0369 -1.1417 4.0056
O 6.6658 -0.2546 3.3021
O 8.2971 -1.2568 4.4910
H 9.8375 -3.5097 4.7021
H 10.3934 -2.2683 5.8074
H 9.5700 -3.7039 6.4435
H 8.0120 -1.7868 6.4546
H 6.6416 -3.6863 5.8148
H 7.4464 -3.8424 4.2364
C -5.5418 4.0171 3.2574
C -5.5233 2.6820 2.5519
C -5.3922 2.7747 1.0535
O -6.0025 1.5447 0.6290
C -6.9255 1.2198 1.5837
O -7.7402 0.3703 1.4504
O -6.7789 1.9971 2.6825
H -6.2797 4.6851 2.8107
H -5.8186 3.8928 4.3040
H -4.5626 4.4948 3.2069
H -4.7474 2.0390 2.9850
H -4.3559 2.8353 0.7207
H -5.9561 3.6034 0.6204
C 6.0427 2.8708 -5.9915
C 6.1524 2.8152 -4.4860
C 5.3472 3.8642 -3.7663
O 6.0651 3.9972 -2.5358
C 7.3629 3.6821 -2.8066
O 8.2664 3.8704 -2.0639
O 7.4788 3.1277 -4.0433
H 6.2388 3.8786 -6.3613
H 6.7801 2.2145 -6.4539
H 5.0474 2.5667 -6.3177
H 5.9104 1.8086 -4.1286
H 4.3168 3.5588 -3.5873
H 5.3523 4.8332 -4.2726
C -8.7565 -2.7012 0.4439
C -8.7227 -4.0362 -0.2633
C -8.5855 -3.9396 -1.7596
O -9.1770 -5.1660 -2.1908
C -10.1011 -5.5083 -1.2493
O -10.9084 -6.3633 -1.3801
O -9.9696 -4.7285 -0.1391
H -9.4968 -2.0368 -0.0035
H -9.0368 -2.8269 1.4899
H -7.7817 -2.2136 0.3977
H -7.9436 -4.6725 0.1706
H -7.5487 -3.8688 -2.0882
H -9.1574 -3.1121 -2.1895
C -6.8666 -1.2245 -5.0406
C -6.5527 -2.5678 -5.6591
C -5.1644 -3.0568 -5.3716
O -4.9173 -3.9289 -6.4751
C -5.6593 -3.4566 -7.5168
O -5.5506 -3.8201 -8.6382
O -6.5379 -2.5051 -7.0907
H -6.0977 -0.4892 -5.2855
H -7.8094 -0.8350 -5.4257
H -6.9364 -1.3067 -3.9548
H -7.3092 -3.3027 -5.3651
H -5.1006 -3.5914 -4.4246
H -4.4163 -2.2586 -5.3891
```

Löwdin population analysis, charges in e, atoms 1 to 8: -0.116 -0.239 -0.209 -0.179 -0.197 -0.175 -0.182 -0.196


2.
DFT (ωB97M-V/def2-TZVPD) results for 10 unconnected molecules or ions with the total composition C39H69N3O27S6 at a distorted geometry.

For the HOMO-LUMO gap, the calculation gives 8.483 eV. Its structure (SMILES) is O=[N+]([O-])c1ccccc1.O=[N+]([O-])c1ccccc1.O=[N+]([O-])c1ccccc1.CCOS(C)(=O)=O.CCOS(C)(=O)=O.CCOS(C)(=O)=O.CCOS(C)(=O)=O.CCOS(C)(=O)=O.CCOS(C)(=O)=O.COC(=O)OC. As for the HOMO energy: -9.120 eV.

Geometry as XYZ:
```
144
C39H69N3O27S6 | the OMol25 dataset | ωB97M-V/def2-TZVPD
C 31.7840 10.2746 -4.9539
O 30.8363 11.3466 -4.9746
C 31.1789 12.4374 -5.6772
O 31.9839 12.4930 -6.5492
O 30.4197 13.4471 -5.2563
C 30.7426 14.7526 -5.7200
H 32.6461 10.4843 -4.3274
H 32.0921 10.0298 -5.9733
H 31.2705 9.3825 -4.6037
H 30.9175 14.8241 -6.7951
H 31.5288 15.2430 -5.1570
H 29.7813 15.2634 -5.6114
C 34.5359 16.1998 -8.3950
C 34.0722 15.1147 -7.6653
C 34.6530 13.8670 -7.8416
C 35.7362 13.7448 -8.6871
C 36.1808 14.8003 -9.4584
C 35.5657 16.0328 -9.3112
N 36.5433 12.5296 -8.6060
O 36.3955 11.8111 -7.6447
O 37.3206 12.3164 -9.5182
H 34.0897 17.1713 -8.2309
H 33.2530 15.2218 -6.9675
H 34.2639 12.9905 -7.3440
H 37.0296 14.6969 -10.1194
H 35.7891 16.9552 -9.8331
C 30.4183 17.1854 -3.1962
C 30.0826 16.0776 -2.4116
C 30.2997 16.1105 -1.0575
C 30.7490 17.2753 -0.4655
C 30.9784 18.4072 -1.2166
C 30.9027 18.3279 -2.5990
N 30.9674 17.3056 0.9757
O 31.0451 16.2393 1.5471
O 31.0762 18.3955 1.5107
H 30.4599 16.9717 -4.2557
H 29.5686 15.2426 -2.8677
H 29.9850 15.2974 -0.4158
H 31.4059 19.2971 -0.7741
H 31.1491 19.2312 -3.1406
C 32.8124 26.6046 -4.8057
C 33.7421 27.1517 -3.9500
C 33.8932 28.5272 -3.9368
C 33.0497 29.3031 -4.7073
C 32.0260 28.7571 -5.4468
C 31.9691 27.3874 -5.5858
N 33.2104 30.7599 -4.6944
O 34.1866 31.2149 -4.1415
O 32.4634 31.4128 -5.4001
H 32.8167 25.5466 -5.0433
H 34.4357 26.4784 -3.4682
H 34.6580 29.0297 -3.3585
H 31.3899 29.4142 -6.0246
H 31.3245 26.8998 -6.3006
O 34.4505 20.6231 -8.7719
S 35.7710 20.3557 -8.2820
O 36.1915 19.0221 -8.1505
O 36.8513 21.0827 -9.1854
C 36.4479 22.0586 -10.1670
C 36.8561 23.4806 -9.8280
C 35.8936 21.1995 -6.7456
H 35.3868 22.0159 -10.3960
H 36.9653 21.7652 -11.0821
H 36.3087 23.8316 -8.9532
H 36.6442 24.2023 -10.6163
H 37.9335 23.4325 -9.6662
H 36.9041 21.3816 -6.4086
H 35.3292 20.5809 -6.0405
H 35.2579 22.0798 -6.8289
O 35.0965 24.9939 -7.0214
S 35.5539 26.3288 -7.1190
O 35.9636 27.0820 -6.0003
O 36.7446 26.3215 -8.1699
C 37.7949 27.3547 -8.1073
C 38.7819 27.0598 -7.0170
C 34.4137 27.2777 -8.0998
H 37.3285 28.3333 -7.9890
H 38.1945 27.2490 -9.1127
H 38.4793 27.5031 -6.0652
H 39.7216 27.6077 -7.1703
H 39.0139 26.0142 -6.8416
H 35.0117 28.0180 -8.6200
H 33.7241 27.7520 -7.4030
H 33.8844 26.6297 -8.7895
O 29.2751 22.9566 -4.6239
S 28.7824 22.0813 -3.6130
O 29.7027 21.3726 -2.7857
O 27.6894 22.8876 -2.8017
C 28.0989 23.4898 -1.5404
C 28.5027 24.9508 -1.7194
C 27.7823 20.8788 -4.4092
H 28.8917 22.8775 -1.0998
H 27.2718 23.3649 -0.8441
H 27.5658 25.4985 -1.8147
H 29.1210 25.0618 -2.6005
H 29.1086 25.3081 -0.8885
H 28.4182 20.5224 -5.2209
H 26.8446 21.2849 -4.7654
H 27.7053 20.0275 -3.7363
O 32.0315 17.7405 -6.2231
S 31.4333 18.9611 -6.6272
O 30.1690 19.2977 -6.0399
O 32.4708 20.1090 -6.3359
C 32.0705 21.4976 -6.3090
C 32.2185 22.1363 -7.6817
C 31.3274 19.0280 -8.3823
H 32.6279 22.0547 -5.5578
H 31.0271 21.6194 -6.0106
H 31.6812 23.0921 -7.7622
H 32.0015 21.5053 -8.5341
H 33.2026 22.5348 -7.9536
H 32.3411 19.0301 -8.7804
H 30.6673 19.8431 -8.6511
H 30.9007 18.0949 -8.7606
O 33.8420 19.0704 -14.1557
S 34.1097 19.4593 -12.8167
O 34.6719 18.5260 -11.9099
O 35.0603 20.7174 -12.8001
C 35.1458 21.5823 -13.9487
C 36.2596 21.1223 -14.8407
C 32.6119 20.0616 -12.0608
H 35.3596 22.5934 -13.6006
H 34.1620 21.6049 -14.4199
H 36.0225 20.1799 -15.3448
H 37.1254 20.8299 -14.2394
H 36.5806 21.8360 -15.5968
H 32.1035 19.1193 -11.8745
H 32.0406 20.5686 -12.8409
H 32.8329 20.7659 -11.2723
O 30.2100 21.2061 -10.6355
S 28.8681 21.2320 -11.0991
O 28.0190 22.2922 -10.6995
O 28.9105 21.1887 -12.6564
C 27.8796 21.8453 -13.4583
C 28.5699 22.5686 -14.5868
C 28.1336 19.6712 -10.7009
H 27.3821 22.5954 -12.8372
H 27.1471 21.0755 -13.6895
H 27.8581 23.1239 -15.2068
H 28.9282 21.8355 -15.3183
H 29.3293 23.2609 -14.2459
H 27.3374 19.4702 -11.4114
H 27.7556 19.8257 -9.6906
H 28.8726 18.8788 -10.7227
```

Löwdin population analysis, charges in e, atoms 1 to 8: -0.036 0.000 -0.608 0.143 0.008 -0.062 0.099 0.094